{
  "formula": "C27H39N9O2W",
  "method": "ωB97M-V with the def2-TZVPD basis set",
  "species": ["H", "H", "H", "C", "C", "H", "H", "H", "H", "O", "C", "H", "C", "C", "C", "C", "N", "C", "H", "C", "C", "C", "H", "H", "H", "N", "O", "H", "N", "H", "C", "N", "H", "C", "C", "N", "C", "C", "H", "C", "C", "N", "C", "C", "H", "N", "C", "H", "N", "H", "W", "H", "H", "H", "H", "H", "H", "H", "C", "H", "C", "H", "H", "H", "N", "C", "H", "H", "H", "H", "H", "C", "H", "H", "C", "H", "H", "C"],
  "positions_angstrom": [[1.068, -2.771, 3.163], [-5.986, 3.545, -1.429], [1.267, 4.311, -0.589], [5.292, 0.527, -3.097], [4.921, 1.110, -1.908], [-1.271, -0.978, -2.495], [-1.783, -4.521, -1.963], [2.211, -0.167, -4.356], [2.555, 3.555, 1.336], [1.292, 0.797, -2.094], [3.566, 1.196, -1.546], [-2.974, 1.433, 3.125], [0.718, 3.873, 0.248], [-2.695, 2.885, -0.874], [-0.360, -1.548, -2.333], [-1.505, 3.549, -0.486], [-0.342, 2.989, -0.271], [-5.069, 2.981, -1.326], [2.343, 0.553, 2.991], [-2.808, 0.353, 3.058], [-3.897, 3.612, -1.002], [3.173, 1.896, -0.369], [0.401, -4.014, 0.871], [-2.550, -2.924, -1.866], [-1.342, 1.309, 1.604], [-1.473, -0.027, 3.504], [-1.596, 0.794, -0.981], [3.923, 2.521, 0.109], [-0.516, 0.727, 1.537], [0.422, -1.180, -2.990], [2.967, 0.159, -3.652], [-1.182, -3.353, -0.332], [1.412, -3.305, -3.114], [-2.722, 1.487, -1.090], [2.583, 0.708, -2.437], [1.971, 1.882, 0.142], [1.336, -2.172, -0.736], [-0.957, -1.965, -0.017], [0.308, 4.681, 0.855], [1.665, 2.992, 1.055], [4.311, 0.060, -3.972], [0.097, -1.325, -0.894], [-5.082, 1.595, -1.520], [-3.923, 0.854, -1.399], [2.111, -1.766, -1.391], [-0.596, -2.935, -2.628], [-1.616, -3.471, -1.727], [-0.621, -1.895, 1.018], [1.108, -3.558, -1.052], [-0.095, -5.143, -0.403], [0.228, 1.006, -0.536], [1.037, -1.909, 4.705], [-1.799, 0.753, 5.408], [4.599, -0.376, -4.918], [2.043, -0.253, 1.448], [-2.982, 0.013, 2.037], [-3.878, 4.683, -0.839], [5.665, 1.517, -1.234], [0.073, -4.092, -0.169], [0.466, -4.736, -2.660], [-1.323, -0.118, 4.955], [-0.277, -0.116, 5.241], [-0.473, -2.274, 3.849], [-1.807, -1.012, 5.350], [0.664, -0.728, 2.980], [-0.429, 0.007, 2.655], [1.670, -2.110, 0.300], [2.680, -1.166, 2.816], [6.338, 0.454, -3.361], [-6.007, 1.092, -1.769], [-3.535, -0.135, 3.704], [0.565, -1.981, 3.725], [-1.586, 4.621, -0.319], [-1.883, -1.411, -0.140], [0.646, -3.685, -2.436], [-3.930, -0.218, -1.548], [1.171, 2.629, 1.954], [1.998, -0.372, 2.525]],
  "mulliken_charge": [0.452, 0.434, 0.224, -0.807, -0.852, 0.122, 0.388, 0.543, 0.677, -0.311, 0.327, 0.360, -0.892, 0.738, -0.585, -0.016, 0.347, -0.836, 0.287, -1.062, -1.055, -0.023, 0.238, 0.323, 0.107, 0.107, 0.764, 0.465, -0.411, 0.061, -0.663, 0.188, 0.360, 0.684, 0.701, 0.091, -0.837, -0.492, 0.674, -0.586, -0.618, 1.249, -0.784, -0.780, 0.321, 0.133, -0.641, 0.149, 0.079, 0.347, -0.206, 0.432, 0.426, 0.452, 0.182, 0.229, 0.434, 0.455, -0.708, 0.355, -1.224, 0.384, 0.408, 0.381, 0.358, 0.221, 0.184, 0.404, 0.437, 0.502, 0.406, -1.375, 0.475, -0.149, -0.724, 0.413, 0.049, -0.890],
  "de_lowest_kcal_mol": 4.81,
  "total_energy_ev": -47951.7231,
  "homo_lumo_gap_ha": [0.249, 0.269],
  "e_homo_ev": [-12.767, -13.776],
  "charge": 2,
  "max_force_ha_per_bohr": 0.0344,
  "multiplicity": 3
}

{
  "formula": "C27H40BBrF4N5O5Tl",
  "method": "ωB97M-V with the def2-TZVPD basis set",
  "species": ["H", "H", "O", "H", "F", "C", "C", "H", "N", "H", "C", "H", "C", "H", "C", "C", "H", "Br", "C", "H", "H", "H", "C", "H", "C", "H", "C", "H", "H", "H", "F", "O", "F", "C", "H", "C", "H", "H", "C", "H", "H", "C", "H", "C", "C", "H", "C", "C", "N", "F", "H", "H", "H", "C", "Tl", "N", "H", "C", "N", "H", "H", "H", "N", "O", "C", "H", "C", "C", "H", "C", "H", "H", "H", "H", "H", "H", "H", "C", "C", "B", "C", "O", "O", "H"],
  "positions_angstrom": [[-0.624, -26.091, -8.043], [6.076, -15.273, -3.090], [1.825, -22.423, -3.536], [4.082, -14.484, -7.201], [4.014, -21.203, -9.590], [4.044, -17.689, -3.307], [3.716, -16.320, -5.401], [-1.618, -26.537, -4.650], [1.525, -19.760, -7.345], [-1.227, -23.946, -4.350], [-1.198, -23.825, -5.431], [3.118, -13.502, -5.053], [3.074, -24.754, -5.530], [0.039, -24.503, -8.051], [4.715, -14.255, -6.304], [1.781, -17.251, -9.828], [2.373, -30.496, -5.157], [4.504, -23.550, -5.853], [0.230, -16.843, -7.981], [4.722, -28.107, -3.649], [3.260, -18.680, -6.450], [-1.362, -27.115, -6.317], [3.942, -18.928, -2.692], [-0.603, -22.952, -5.767], [2.176, -28.727, -3.115], [0.419, -27.367, -5.063], [6.707, -15.189, -3.949], [1.117, -28.570, -3.199], [6.838, -15.786, -5.945], [4.759, -28.470, -5.351], [5.855, -20.146, -8.590], [2.624, -15.942, -5.871], [3.911, -19.052, -8.766], [3.435, -25.981, -4.993], [-0.207, -16.184, -8.706], [-1.640, -26.279, -5.711], [-2.223, -23.609, -5.737], [1.115, -16.537, -10.321], [1.779, -24.375, -5.890], [-2.621, -25.928, -6.012], [6.803, -14.127, -4.167], [1.173, -26.616, -5.223], [2.586, -28.035, -2.377], [3.579, -19.997, -3.430], [-0.732, -25.115, -7.579], [-0.528, -17.290, -7.322], [3.798, -17.600, -4.664], [2.477, -26.976, -4.894], [0.993, -17.837, -8.751], [4.000, -20.838, -7.295], [4.081, -19.020, -1.623], [3.859, -12.222, -5.964], [-1.655, -24.667, -7.892], [0.795, -25.382, -5.686], [2.236, -21.380, -5.891], [4.822, -15.571, -5.573], [3.357, -20.949, -2.966], [6.152, -15.967, -5.136], [0.678, -21.841, -3.446], [1.100, -29.317, -5.767], [4.767, -13.000, -4.593], [2.042, -17.962, -10.598], [3.319, -19.897, -4.747], [0.346, -21.032, -4.374], [2.769, -28.441, -4.530], [0.895, -16.225, -7.384], [4.086, -13.182, -5.442], [1.399, -18.878, -8.061], [6.221, -17.056, -4.928], [2.138, -29.479, -5.536], [4.441, -29.764, -4.193], [2.634, -16.687, -9.492], [2.636, -29.440, -6.530], [5.753, -14.094, -6.633], [2.312, -29.754, -2.842], [4.507, -26.151, -4.938], [7.706, -15.503, -3.746], [4.264, -28.713, -4.429], [3.444, -18.710, -5.377], [4.492, -20.330, -8.631], [-0.661, -25.145, -6.078], [-0.041, -21.967, -2.467], [1.576, -23.201, -6.536], [4.148, -16.772, -2.749]],
  "mulliken_charge": [0.385, 0.239, -0.581, 0.231, -0.352, 0.319, 0.427, 0.383, -0.654, 0.332, -1.576, 0.291, 0.209, 0.333, -0.607, -0.805, 0.411, -0.222, -0.893, 0.359, 0.302, 0.488, -1.341, 0.137, -1.588, 0.486, -1.107, 0.375, 0.497, 0.497, -0.342, -0.694, -0.261, -0.637, 0.385, -2.272, 0.543, 0.346, 0.898, 0.479, 0.305, -0.287, 0.337, -0.182, -1.799, 0.317, -0.706, -0.492, -0.010, -0.293, 0.413, 0.369, 0.470, -0.379, 2.155, 0.216, 0.642, -0.620, 1.210, 0.268, 0.258, 0.320, -0.051, -0.576, 1.867, 0.287, -1.002, 0.367, 0.313, -1.518, 0.433, 0.262, 0.361, 0.402, 0.483, 0.454, 0.429, -2.178, -0.005, 0.295, 2.240, -0.689, -0.768, 0.663],
  "de_lowest_kcal_mol": 15.31,
  "total_energy_ev": -132620.0361,
  "homo_lumo_gap_ha": 0.262,
  "e_homo_ev": -8.029,
  "charge": 0,
  "max_force_ha_per_bohr": 0.0460
}

{
  "formula": "C27H40F2O5",
  "method": "ωB97M-V with the def2-TZVPD basis set",
  "species": ["H", "H", "O", "C", "H", "H", "O", "H", "C", "H", "H", "H", "H", "F", "H", "H", "H", "C", "C", "C", "C", "C", "H", "C", "H", "H", "C", "H", "H", "H", "C", "H", "C", "H", "O", "H", "H", "H", "H", "H", "H", "C", "H", "H", "H", "H", "C", "O", "C", "C", "C", "H", "H", "H", "C", "C", "C", "C", "H", "C", "C", "F", "C", "C", "H", "C", "H", "H", "C", "H", "H", "C", "O", "H"],
  "positions_angstrom": [[10.050, 5.077, -0.031], [-0.535, -0.882, 1.172], [-7.580, -2.597, 2.797], [-7.359, -2.278, 1.628], [-4.639, 2.119, 6.186], [7.510, 5.061, -0.626], [2.472, 0.395, 5.541], [10.399, 4.987, 1.764], [3.039, 1.926, 3.921], [5.459, 1.452, 5.063], [6.981, 5.717, 1.035], [-0.425, -3.113, -10.267], [2.036, -9.538, -1.336], [-2.629, 1.490, -9.341], [-6.310, -0.418, 0.896], [-1.000, 4.442, 6.734], [-6.504, -3.288, -0.110], [-1.364, -0.313, -8.573], [-3.995, 2.978, 6.066], [1.358, -7.730, -2.352], [-1.820, -1.631, -10.996], [-2.698, 3.130, 6.559], [0.893, -6.098, -1.249], [-2.560, 5.398, 5.699], [-7.259, -4.236, 1.055], [4.650, 1.716, 6.622], [-2.122, 0.261, -9.541], [-2.109, -2.124, -11.912], [-0.218, -7.419, -0.995], [1.081, 0.893, -1.201], [-1.403, -0.545, 0.605], [-8.352, -3.211, 0.004], [0.838, -7.179, -1.119], [-1.128, 0.191, -7.648], [1.291, -7.086, -3.429], [4.980, 0.032, 6.020], [9.431, 6.262, 1.075], [-4.419, 6.176, 4.965], [3.253, -8.717, -2.447], [1.399, -7.429, -0.219], [3.567, 1.714, 2.991], [-7.262, -0.796, 1.268], [-2.018, 6.292, 5.427], [1.986, -9.635, -3.121], [-1.945, 0.208, 1.177], [1.973, 1.859, 3.703], [8.443, 4.310, 0.999], [8.517, 3.208, 1.474], [-3.899, 5.317, 5.363], [3.379, 1.058, 5.090], [-4.627, 4.115, 5.516], [3.173, 2.984, 4.147], [-0.163, -1.869, -7.972], [-3.045, 0.112, -11.448], [-0.895, -2.164, -10.055], [-2.031, 4.348, 6.427], [-0.721, -1.494, -8.817], [-0.842, 0.104, -0.652], [1.267, -0.378, -0.139], [4.717, 1.056, 5.757], [2.216, -8.998, -2.267], [-5.947, 4.013, 5.136], [7.221, 4.860, 0.405], [-2.383, -0.366, -10.741], [-7.514, -0.161, 2.118], [-7.395, -3.297, 0.518], [-2.032, -1.432, 0.529], [-8.006, -0.552, 0.510], [0.616, -0.062, -0.954], [-2.254, 2.366, 7.180], [6.459, 4.087, 0.509], [9.670, 5.202, 0.983], [-1.584, 0.832, -1.248], [0.668, -0.714, -1.826]],
  "mulliken_charge": [0.288, 0.289, -0.553, 0.736, 0.416, 0.307, -0.552, 0.315, -0.990, 0.278, 0.306, 0.360, 0.310, -0.304, 0.271, 0.347, 0.332, -0.435, -0.366, 0.716, -0.312, -0.371, 0.311, -0.403, 0.283, 0.258, 0.418, 0.363, 0.259, 0.323, -0.876, 0.275, -0.990, 0.367, -0.588, 0.306, 0.325, 0.366, 0.263, 0.335, 0.291, -0.972, 0.371, 0.313, 0.271, 0.315, 0.739, -0.557, -0.328, 0.698, 0.332, 0.301, 0.340, 0.388, -0.527, -0.429, -0.255, 0.695, 0.332, -0.906, -0.929, -0.294, -0.938, -0.403, 0.302, -0.960, 0.265, 0.286, -1.021, 0.360, 0.247, -1.034, -0.538, 0.259],
  "de_lowest_kcal_mol": 43.88,
  "total_energy_ev": -44317.6847,
  "homo_lumo_gap_ha": 0.350,
  "e_homo_ev": -9.184,
  "charge": 0,
  "smiles": "Fc1ccccc1.Fc1ccccc1.CC(C)=O.CC(C)=O.CC(C)=O.CC(C)=O.CC(C)=O",
  "max_force_ha_per_bohr": 0.0814
}